1.
{
  "formula": "C24H66N6O6",
  "method": "the ωB97M-V functional and the def2-TZVPD basis",
  "s2": 0.750,
  "charge": -1,
  "lumo_ev": [2.4, 2.5],
  "max_force_ev_per_a": 4.30,
  "gap_ha": [0.05212, 0.32600],
  "multiplicity": 2,
  "symbols": ["O", "O", "O", "O", "O", "O", "N", "N", "N", "N", "N", "N", "C", "C", "C", "C", "C", "C", "C", "C", "C", "C", "C", "C", "C", "C", "C", "C", "C", "C", "C", "C", "C", "C", "C", "C", "H", "H", "H", "H", "H", "H", "H", "H", "H", "H", "H", "H", "H", "H", "H", "H", "H", "H", "H", "H", "H", "H", "H", "H", "H", "H", "H", "H", "H", "H", "H", "H", "H", "H", "H", "H", "H", "H", "H", "H", "H", "H", "H", "H", "H", "H", "H", "H", "H", "H", "H", "H", "H", "H", "H", "H", "H", "H", "H", "H", "H", "H", "H", "H", "H", "H"],
  "coordinates": [[1.460, 0.649, 6.228], [-3.629, 5.164, 0.861], [-4.866, 0.402, -0.281], [2.100, -1.988, 0.579], [-0.530, -2.671, -3.391], [5.000, -4.448, -1.900], [-0.628, -5.409, -3.202], [1.285, 3.170, 3.528], [-1.474, 3.458, 0.712], [3.064, -4.440, -4.325], [-6.667, 1.775, -3.304], [0.043, 0.926, 1.621], [-4.735, 6.154, 0.816], [5.195, -4.805, -3.213], [-1.291, 4.683, 1.416], [3.308, 2.357, 4.557], [6.062, -4.846, -1.093], [1.032, 0.790, -0.473], [-5.638, 1.772, -2.300], [3.147, -2.811, 1.151], [-1.334, -4.629, -2.127], [0.696, -0.050, 0.751], [4.320, -2.490, -3.840], [1.911, -0.811, 1.356], [0.675, 0.241, 7.206], [-0.511, -3.211, -2.050], [0.387, -1.609, -3.593], [1.877, 2.040, 4.251], [-2.351, 5.753, 1.011], [-3.785, -0.488, -0.806], [1.189, 1.844, 5.578], [-1.314, -5.433, -0.814], [-5.975, 0.927, -1.070], [-5.553, 3.248, -1.939], [4.376, -3.941, -4.237], [0.169, 5.240, 1.245], [-2.317, -4.274, -2.436], [5.296, -2.142, -3.503], [4.111, -2.332, 1.324], [6.065, -5.935, -1.118], [1.438, 2.601, 6.321], [-1.186, 4.351, 2.449], [-2.401, 6.525, 1.779], [0.568, 1.785, 1.700], [-2.128, -5.002, -0.231], [3.839, -1.823, -4.555], [-6.399, 1.617, -0.341], [-1.711, 3.771, -0.219], [7.055, -4.538, -1.420], [1.502, 4.022, 4.026], [-4.656, 1.502, -2.687], [0.440, -3.630, -1.723], [3.929, 1.600, 5.035], [-1.407, -6.518, -0.836], [1.024, 4.568, 1.311], [0.109, 1.229, -0.850], [1.449, 0.143, -1.245], [-6.504, 0.958, -3.875], [-4.738, 6.744, -0.100], [0.950, -0.733, 7.612], [-3.320, 0.015, -1.654], [2.703, -4.357, -3.386], [-0.740, -4.752, -3.962], [0.199, 5.954, 2.068], [-3.060, -0.464, 0.008], [-4.631, 6.850, 1.649], [0.312, 2.971, 3.348], [0.112, 1.963, 5.463], [0.357, -1.031, -2.670], [0.281, 5.794, 0.313], [6.186, -4.378, -3.366], [-6.536, 2.462, -4.033], [0.347, -5.391, -2.941], [-5.659, 5.589, 0.941], [-0.359, 0.195, 6.862], [-6.596, 0.043, -1.217], [-0.737, 1.317, 1.113], [-0.028, -1.112, -4.470], [-3.990, -1.549, -0.949], [3.232, 3.099, 5.351], [-6.443, 3.874, -1.891], [-0.167, -0.705, 0.632], [-0.494, -5.082, -0.189], [1.433, -1.888, -3.721], [1.771, -1.074, 2.404], [-4.937, 3.681, -2.728], [5.816, -4.498, -0.090], [0.720, 0.844, 8.113], [-1.004, -2.508, -1.378], [2.817, -3.327, 2.052], [2.791, -0.168, 1.347], [3.238, -5.431, -4.405], [-2.101, 6.228, 0.062], [3.885, 2.674, 3.689], [5.231, -5.880, -3.389], [3.765, -2.311, -2.919], [1.778, 1.572, -0.330], [4.677, -4.196, -5.253], [-5.019, 3.388, -0.999], [-2.280, 3.013, 1.127], [3.332, -3.520, 0.344], [1.774, 1.090, 3.726]],
  "lowdin_charge": [-0.161, -0.219, -0.233, -0.196, -0.239, -0.198, 0.026, 0.059, 0.043, 0.027, 0.014, 0.016, -0.102, -0.238, -0.443, -0.088, -0.139, -0.106, -0.483, -0.119, -0.383, -0.398, -0.079, -0.206, -0.196, -0.161, -0.109, -0.438, -0.233, -0.089, -0.241, -0.085, -0.173, -0.113, -0.453, -0.101, 0.120, 0.073, 0.075, 0.083, 0.121, 0.111, 0.108, 0.025, 0.060, 0.075, 0.115, 0.062, 0.084, 0.077, 0.105, 0.105, 0.077, 0.071, 0.052, 0.059, 0.049, 0.056, 0.072, 0.088, 0.056, 0.061, 0.048, 0.060, 0.064, 0.067, 0.051, 0.117, 0.057, 0.055, 0.106, 0.059, 0.042, 0.076, 0.091, 0.112, 0.021, 0.083, 0.065, 0.071, 0.076, 0.124, 0.062, 0.059, 0.111, 0.053, 0.083, 0.082, 0.112, 0.079, 0.116, 0.068, 0.113, 0.075, 0.124, 0.070, 0.074, 0.136, 0.066, 0.077, 0.068, 0.122]
}


2.
{
  "formula": "C24H66N6O6",
  "method": "the ωB97M-V functional and the def2-TZVPD basis",
  "s2": 0.756,
  "charge": 1,
  "lumo_ev": [-2.4, -8.1],
  "max_force_ev_per_a": 3.52,
  "gap_ha": [0.30557, 0.09848],
  "multiplicity": 2,
  "symbols": ["O", "O", "O", "O", "O", "O", "N", "N", "N", "N", "N", "N", "C", "C", "C", "C", "C", "C", "C", "C", "C", "C", "C", "C", "C", "C", "C", "C", "C", "C", "C", "C", "C", "C", "C", "C", "H", "H", "H", "H", "H", "H", "H", "H", "H", "H", "H", "H", "H", "H", "H", "H", "H", "H", "H", "H", "H", "H", "H", "H", "H", "H", "H", "H", "H", "H", "H", "H", "H", "H", "H", "H", "H", "H", "H", "H", "H", "H", "H", "H", "H", "H", "H", "H", "H", "H", "H", "H", "H", "H", "H", "H", "H", "H", "H", "H", "H", "H", "H", "H", "H", "H"],
  "coordinates": [[-4.806, 1.341, -8.398], [4.103, -4.485, -1.363], [0.399, 1.370, -3.954], [-0.828, -1.684, 1.618], [-3.512, 2.056, 3.925], [2.261, -0.413, 5.526], [-5.515, -1.353, -7.002], [3.738, 1.287, -2.166], [0.331, -1.505, -1.014], [4.291, -1.664, -2.109], [1.183, 1.464, 8.639], [-2.310, 4.568, 4.721], [3.374, 0.867, 7.841], [-1.526, 3.385, 4.375], [-3.536, 2.164, 2.574], [3.797, -1.618, 0.311], [2.389, 3.097, -2.689], [-3.868, 0.494, -7.663], [4.957, -3.630, -0.723], [-0.018, 1.106, -5.372], [-4.510, -0.386, -6.593], [1.768, -1.466, 4.593], [1.686, 0.781, -3.603], [4.779, -2.148, -0.754], [2.333, 1.570, -2.402], [-5.544, 2.176, -7.420], [-3.546, -1.043, -5.676], [-2.321, 2.077, 4.689], [-1.169, -2.631, 0.495], [-1.840, -2.220, -1.966], [-1.086, -1.710, -0.758], [2.655, -4.505, -0.925], [-0.136, 3.327, 5.020], [-1.209, -2.205, 2.885], [1.903, 1.171, 7.406], [1.311, 0.003, 6.625], [5.056, -3.899, 0.328], [-1.307, -3.054, -2.423], [1.765, 2.085, 9.183], [3.686, -2.398, -2.446], [0.128, 4.342, 5.316], [-2.031, -1.518, -2.778], [-5.950, 3.096, -7.842], [2.720, 3.595, -1.778], [-0.143, 0.047, -5.597], [1.070, -2.047, 5.196], [-3.299, 0.108, -8.509], [2.562, -4.025, 0.049], [-6.455, 1.701, -7.055], [2.619, -2.031, 4.216], [-1.048, -1.506, 3.706], [-3.153, 1.258, 2.105], [-2.397, 4.689, 5.720], [-2.200, -2.919, 0.696], [0.507, -1.519, -0.020], [3.900, -0.542, 0.455], [-3.108, 1.077, -7.142], [2.121, -3.836, -1.600], [0.418, 2.052, 8.341], [-6.342, -0.777, -7.065], [3.988, 0.338, -1.927], [0.565, 3.113, 4.213], [2.774, -1.740, -0.047], [2.415, 0.789, -4.413], [1.111, -0.810, 7.323], [5.761, -1.743, -0.512], [-5.247, -1.663, -7.925], [-4.894, 2.628, -6.670], [3.923, 0.827, 6.900], [-0.733, -3.137, 3.191], [0.394, 0.335, 6.138], [0.636, 1.515, -6.143], [-3.068, 3.093, 2.250], [3.809, 1.721, 8.361], [3.920, -2.246, 1.192], [-0.216, 2.672, 5.888], [-2.285, -2.364, 2.962], [4.169, 1.380, -3.074], [-2.544, 1.894, 5.741], [2.232, -5.502, -0.801], [-1.501, -0.731, -0.520], [-2.786, -0.354, -5.310], [5.973, -3.914, -0.996], [-1.001, 1.576, -5.396], [-0.510, -3.496, 0.573], [-4.027, -1.512, -4.817], [-1.732, 1.234, 4.327], [3.506, -0.066, 8.390], [1.952, 2.032, 6.739], [1.165, -0.954, 3.843], [3.059, 3.431, -3.481], [4.996, -1.809, -2.816], [1.813, 1.389, -1.461], [1.391, 3.514, -2.823], [1.485, -0.246, -3.298], [-1.502, 3.454, 3.287], [-3.038, -1.879, -6.157], [-3.261, 4.301, 4.511], [-4.980, 0.401, -6.004], [0.588, -0.620, -1.425], [-2.844, -2.582, -1.744], [-4.553, 2.114, 2.186]],
  "lowdin_charge": [-0.173, -0.163, -0.176, -0.224, -0.196, -0.233, 0.069, 0.276, 0.054, 0.091, 0.040, 0.044, -0.054, -0.435, -0.145, -0.052, -0.021, -0.190, -0.279, -0.030, -0.481, -0.063, -0.141, -0.361, -0.321, -0.092, -0.082, -0.168, -0.101, -0.060, -0.428, -0.011, -0.043, -0.131, -0.454, -0.147, 0.128, 0.078, 0.068, 0.074, 0.079, 0.061, 0.080, 0.089, 0.085, 0.075, 0.127, 0.069, 0.082, 0.081, 0.066, 0.084, 0.072, 0.121, 0.045, 0.075, 0.100, 0.065, 0.059, 0.068, 0.063, 0.083, 0.042, 0.129, 0.124, 0.142, 0.082, 0.087, 0.066, 0.090, 0.097, 0.091, 0.084, 0.072, 0.084, 0.054, 0.087, 0.128, 0.133, 0.092, 0.137, 0.053, 0.135, 0.083, 0.127, 0.080, 0.108, 0.085, 0.117, 0.061, 0.096, 0.095, 0.146, 0.095, 0.114, 0.107, 0.085, 0.061, 0.116, 0.042, 0.080, 0.095]
}